Below is a structure of composition C3H2N4O at a distorted geometry, with properties calculated with ωB97M-V/def2-TZVPD.

- Relative energy (zero: lowest compared OMol25 entry of this formula, charge and spin): 505.51 kJ/mol
- LUMO level (spin up / spin down): -1.23 / -1.23 eV
- Frontier orbital gap (spin up / spin down): 8.32 / 8.33 eV
- HOMO (spin up / spin down): -9.6 / -9.6 eV
- Molar mass: 110.08 g/mol
- Strongest force on any atom: 3.8 eV Å⁻¹

Geometry as XYZ:
```
10
Properties=species:S:1:pos:R:3:forces:R:3:lowdin_charge:R:1
O 1.0103 -1.1811 -2.0178 0.027 -2.422 -1.080 0.0812
N -1.3099 0.1619 1.1172 -0.437 0.522 0.773 -0.0245
N -0.3237 0.3050 2.2321 0.670 -0.559 2.004 0.0579
N -0.8169 -0.7593 0.2212 1.548 2.087 -0.355 0.1188
N 0.4003 1.1775 1.7271 -0.082 0.055 0.542 0.0806
C 0.9553 -0.1308 -1.4936 1.695 3.446 -0.100 -0.2490
C -0.0235 0.1223 -0.4301 0.405 1.299 1.141 -0.1602
C -0.3683 1.1336 0.5459 -0.332 -0.716 -3.328 -0.2009
H -1.2577 -1.5678 -0.0396 -1.547 -2.277 -0.801 0.1269
H 1.7342 0.7387 -1.8624 -1.947 -1.435 1.204 0.1693
```
Positions in Å, forces in eV/Å.